Record 1
Entry from the Open Molecules 2025 dataset: C22H45ErN4O2P2 as an isolated structure (ωB97M-V/def2-TZVPD).

As for the expectation value of S²: 3.7523. As for the charge: +2. The maximum force is 2.86 eV Å⁻¹. As for the multiplicity: 4. Its total energy is -79787.4995 eV.

Element x y z (Å)
Er1 0.78364 -0.64195 0.87902
P1 0.09517 -2.63323 -0.88412
P2 -0.21591 2.77918 0.18838
N1 2.32251 0.02178 -0.61254
C1 1.69005 -2.20763 -1.75086
H1 2.49568 -2.80085 -1.28491
H2 1.55554 -2.57381 -2.77698
C2 2.11479 -0.72323 -1.85295
H3 3.05084 -0.72355 -2.45205
H4 1.36928 -0.20108 -2.50192
C3 2.39684 1.44723 -0.94247
H5 2.16776 1.62812 -2.00962
H6 3.46145 1.75402 -0.87219
C4 1.63030 2.50683 -0.10097
H7 1.90473 3.47017 -0.56912
H8 2.10966 2.56133 0.89615
C5 -0.17464 2.85717 2.03990
C6 0.36860 1.55456 2.68192
H9 1.39852 1.30043 2.34040
H10 -0.34252 0.70570 2.54837
H11 0.46006 1.69500 3.76720
C7 -0.73226 4.42284 -0.44649
C8 -2.25408 4.64301 -0.53745
H12 -2.45182 5.57522 -1.08721
H13 -2.71265 4.75993 0.45342
H14 -2.77430 3.83546 -1.06232
C9 -1.29136 -2.67411 -2.13060
C10 -2.56611 -3.33473 -1.58588
H15 -3.37799 -3.17889 -2.30823
H16 -2.88393 -2.89902 -0.63106
H17 -2.45136 -4.42067 -1.46482
C11 0.42506 -4.33234 -0.23208
C12 -0.57551 -4.68572 0.87914
H18 -0.33426 -5.67511 1.29382
H19 -1.60786 -4.71901 0.51365
H20 -0.52848 -3.95897 1.70411
C13 -1.68896 1.66589 -0.13637
C14 -0.05012 5.60204 0.26844
H21 0.96694 5.37809 0.61078
H22 0.01741 6.44548 -0.43333
H23 -0.63683 5.95508 1.12698
C15 -0.90784 -3.21637 -3.50619
H24 -1.79428 -3.17859 -4.14915
H25 -0.13106 -2.61579 -3.98794
H26 -0.57837 -4.26328 -3.46510
C16 0.52867 -5.36726 -1.34855
H27 0.98510 -6.28016 -0.94138
H28 -0.45689 -5.63320 -1.75457
H29 1.18352 -5.01938 -2.15882
C17 -1.52791 3.26478 2.61809
H30 -2.35062 2.64180 2.24926
H31 -1.49902 3.15336 3.70984
H32 -1.76399 4.31721 2.41001
H33 0.55892 3.65191 2.25012
H34 1.41826 -4.23657 0.24400
H35 -0.34437 4.39652 -1.48104
H36 -1.50923 -1.59374 -2.22604
O1 -1.13339 0.39788 0.08073
H37 -2.31483 1.84226 -1.04789
H38 -2.63288 2.03405 0.38722
C18 0.80345 -3.15722 5.10709
N2 1.88413 -2.60878 4.27212
C19 3.20593 -2.73829 4.63453
C20 4.18563 -2.22361 3.82380
C21 3.81269 -1.56146 2.63900
N3 2.50226 -1.42956 2.32214
C22 1.56159 -1.99854 3.11880
O2 0.33684 -1.89229 2.71453
N4 4.64583 -1.02748 1.75160
H39 0.11145 -2.36591 5.41608
H40 1.26927 -3.59627 5.99169
H41 0.25960 -3.93573 4.56544
H42 3.36739 -3.27440 5.56526
H43 5.23850 -2.31132 4.07811
H44 5.64797 -1.09730 1.89088
H45 4.26252 -0.63292 0.88370

Atom charges from the Löwdin analysis, given in e for atoms 1 to 5:
1 Er 1.34
2 P 0.98
3 P 1.13
4 N -0.30
5 C -0.33

Record 2
Entry from the Open Molecules 2025 dataset: C22H45MoN2O2P3S as an isolated structure (ωB97M-V/def2-TZVPD).

As for the expectation value of S²: 2.0421. As for the charge: +4. The maximum force is 6.79 eV Å⁻¹. As for the multiplicity: 3. Its total energy is -71131.3120 eV.

Element x y z (Å)
P1 2.58067 -0.58888 -0.77881
C1 3.44047 -0.87498 0.90079
H1 4.52387 -0.90778 0.78649
H2 3.13517 -1.82608 1.33629
H3 3.21107 -0.08358 1.61239
C2 3.38237 -2.14967 -1.50761
H4 3.40337 -2.12907 -2.59561
H5 2.83367 -3.03407 -1.18311
H6 4.41557 -2.24997 -1.17521
C3 3.84567 0.73812 -1.28111
H7 4.85687 0.33172 -1.26571
H8 3.81087 1.57322 -0.58161
H9 3.65737 1.13662 -2.27571
P2 -0.72553 2.64842 -1.24581
C4 -0.82233 3.84582 0.23729
H10 -1.33523 4.76782 -0.03561
H11 0.17477 4.12302 0.57819
H12 -1.36183 3.40872 1.07579
C5 0.18857 3.94542 -2.29121
H13 0.10597 3.74413 -3.35771
H14 1.24387 3.96512 -2.01731
H15 -0.22323 4.94102 -2.12641
C6 -2.53033 2.99042 -1.73471
H16 -2.68733 4.05452 -1.91051
H17 -3.20093 2.68192 -0.93271
H18 -2.82633 2.45333 -2.63331
P3 -1.90703 -1.81828 -0.77961
C7 -2.81813 -2.19237 0.85529
H19 -3.38183 -3.12278 0.78629
H20 -3.53123 -1.40348 1.09289
H21 -2.12583 -2.29187 1.68989
C8 -3.53753 -1.85258 -1.75411
H22 -4.19513 -2.64168 -1.38981
H23 -3.37513 -2.04277 -2.81351
H24 -4.05533 -0.89968 -1.64301
C9 -1.33853 -3.62408 -0.95161
H25 -2.19503 -4.29827 -0.96011
H26 -0.70523 -3.89988 -0.10841
H27 -0.76573 -3.79548 -1.86031
Mo1 -0.01983 0.09632 -0.78491
C10 1.10117 1.41292 0.54109
O1 1.68457 2.07852 1.25959
C11 -1.64633 0.67682 0.54519
O2 -2.47393 0.99452 1.26179
C12 -1.27293 -0.22198 -4.13301
C13 -0.60763 -1.40268 -4.10311
C14 0.71457 -1.47148 -3.92601
C15 1.40497 -0.32878 -4.16211
C16 0.81507 0.86952 -4.18711
C17 -0.52943 0.86472 -4.35811
H28 -2.34033 -0.17368 -4.27431
H29 -1.15703 -2.32077 -4.22741
H30 1.19637 -2.43547 -3.90301
H31 2.46697 -0.38048 -4.33421
H32 1.41027 1.75002 -4.36841
H33 -1.02273 1.76422 -4.68651
C18 -2.07663 -0.49438 3.78039
N1 -0.94043 0.28803 3.30279
C19 -0.91573 1.71522 3.60509
C20 0.26337 -0.38118 2.89289
S1 0.30647 -1.27038 1.42609
N2 1.12157 -0.79208 4.00579
C21 0.82057 -0.43858 5.39459
C22 2.29617 -1.62968 3.85389
H34 -2.27083 -0.27298 4.85069
H35 -1.87143 -1.58138 3.71889
H36 -3.00133 -0.25248 3.22379
H37 -1.07223 1.89432 4.68819
H38 0.05187 2.16963 3.31259
H39 -1.73473 2.25242 3.09319
H40 0.68997 -1.36338 5.99599
H41 1.65677 0.15472 5.82139
H42 -0.09443 0.14683 5.54289
H43 2.05947 -2.55128 3.28969
H44 3.12207 -1.04357 3.43799
H45 2.70047 -1.94438 4.84229

Atom charges from the Löwdin analysis, given in e for atoms 1 to 5:
1 P 0.84
2 C -0.27
3 H 0.08
4 H 0.02
5 H 0.02

Record 3
Entry from the Open Molecules 2025 dataset: C22H45N2P3ScSe as an isolated structure (ωB97M-V/def2-TZVPD).

As for the charge: +3. The maximum force is 2.81 eV Å⁻¹. Its total energy is -140411.7295 eV.

Element x y z (Å)
Sc1 0.35184 -0.54514 0.15779
P1 -1.69854 -0.56650 2.06948
P2 1.26521 -2.90199 -0.28494
P3 -2.03960 -0.99420 -1.26892
H1 -0.35608 3.85429 -0.43424
C1 -1.36101 3.41583 -0.46642
C2 -1.95994 3.11679 0.69913
H2 -1.36799 3.15980 1.62126
C3 -1.23882 0.12822 3.70283
C4 -1.82574 -2.35065 2.53836
C5 -3.51362 -0.18974 2.19275
C6 2.21298 -2.89354 -1.86423
C7 2.42441 -3.36844 1.06650
C8 0.01876 -4.24868 -0.40507
C9 -3.34536 0.26997 -1.52580
C10 -3.15640 -2.38229 -0.81121
C11 -1.76733 -1.42585 -3.03256
H3 -1.83938 3.25585 -1.44333
H4 -2.99460 2.77435 0.76477
H5 -0.84895 1.14529 3.60156
H6 -0.48227 -0.47562 4.21487
H7 -2.12427 0.17188 4.34749
H8 -0.83955 -2.80455 2.69469
H9 -2.34943 -2.94712 1.78263
H10 -2.38821 -2.41974 3.47743
H11 -3.69841 0.89128 2.12783
H12 -3.85224 -0.54387 3.18061
H13 -4.12268 -0.69081 1.42947
H14 2.92206 -3.71635 -2.02407
H15 2.76638 -1.94672 -1.93161
H16 1.54461 -2.85314 -2.73146
H17 3.08251 -4.21086 0.81268
H18 1.91890 -3.61536 2.01542
H19 3.06249 -2.50479 1.31096
H20 0.40009 -5.27938 -0.43894
H21 -0.59065 -4.09483 -1.30298
H22 -0.69593 -4.20395 0.42736
H23 -3.92386 -0.03272 -2.40970
H24 -2.90483 1.25752 -1.69601
H25 -4.01789 0.33507 -0.66287
H26 -3.83943 -2.57608 -1.64823
H27 -3.75640 -2.14738 0.07317
H28 -2.58637 -3.29453 -0.60994
H29 -2.74057 -1.52031 -3.53361
H30 -1.21959 -2.36950 -3.12921
H31 -1.18084 -0.64201 -3.52432
C12 1.35413 2.10684 -3.32838
C13 0.85956 3.38293 -3.12448
C14 1.01468 4.41475 -4.08716
C15 1.64306 4.13655 -5.29935
C16 2.13029 2.83534 -5.52887
C17 1.98248 1.83444 -4.54613
Se1 1.04191 0.40496 -2.06482
H32 1.20557 0.99173 -0.60435
H33 0.28068 3.59369 -2.23528
H34 0.62143 5.42442 -3.92917
H35 1.74551 4.91246 -6.06923
H36 2.60134 2.61887 -6.49808
H37 2.31830 0.82480 -4.76881
C18 2.93895 -0.50686 4.72893
C19 2.58075 0.27208 3.53241
C20 2.80977 1.57353 3.12287
C21 2.14026 1.74826 1.91137
N1 1.54696 0.56833 1.55710
N2 1.85379 -0.30844 2.56428
C22 2.05488 3.00770 1.15416
H38 3.63507 0.08065 5.33616
H39 2.05161 -0.73492 5.34437
H40 3.42867 -1.45048 4.43843
H41 3.34553 2.32267 3.68233
H42 1.34398 -1.18109 2.69410
H43 2.72996 3.75276 1.59848
H44 1.05311 3.45653 1.18597
H45 2.34428 2.89798 0.10381

Atom charges from the Löwdin analysis, given in e for atoms 1 to 5:
1 Sc 0.37
2 P 0.77
3 P 0.77
4 P 0.73
5 H 0.04

Question: What is the charge in the second record?
Answer: +4